# 1
{"formula": "C24H20BBrF4MnN4O8", "method": "ωB97M-V/def2-TZVPD", "elements": ["Br", "Mn", "F", "F", "F", "F", "O", "O", "O", "O", "O", "O", "O", "O", "N", "N", "N", "N", "C", "C", "C", "C", "C", "C", "C", "C", "C", "C", "C", "C", "C", "C", "C", "C", "C", "C", "C", "C", "C", "C", "C", "C", "B", "H", "H", "H", "H", "H", "H", "H", "H", "H", "H", "H", "H", "H", "H", "H", "H", "H", "H", "H", "H"], "coordinates": [[-0.881, 1.659, 3.635], [0.042, 1.232, 1.430], [3.067, 3.333, 0.422], [2.341, 3.424, 2.621], [0.776, 3.332, 0.948], [2.040, 1.550, 1.434], [0.199, -2.368, 3.151], [-3.600, -0.121, 1.094], [0.501, 0.454, -0.454], [-1.610, -0.845, 1.048], [-3.406, 2.217, -1.083], [0.024, -1.245, -1.671], [1.137, -0.841, 1.905], [-1.748, 2.420, 0.271], [0.771, -0.369, -1.327], [1.122, -1.918, 2.497], [-2.801, -0.973, 0.847], [-2.634, 2.878, -0.426], [-3.223, 7.058, -0.260], [2.266, -2.812, 2.279], [-3.242, -2.236, 0.296], [-4.600, -2.395, 0.037], [3.461, -0.706, -3.858], [2.075, -0.216, -1.970], [-3.870, 4.894, -1.101], [-4.983, -3.632, -0.502], [4.318, -4.499, 1.579], [-1.852, 5.139, 0.198], [3.121, -5.022, 1.993], [4.558, -3.142, 1.579], [-2.068, 6.502, 0.262], [4.309, 0.610, -2.040], [-4.051, -4.554, -0.910], [-2.696, -4.370, -0.658], [-2.293, -3.160, -0.146], [2.094, -4.199, 2.434], [4.513, 0.013, -3.257], [-2.757, 4.325, -0.452], [3.489, -2.311, 1.832], [-4.112, 6.239, -0.950], [3.107, 0.482, -1.355], [2.250, -0.803, -3.227], [2.090, 2.976, 1.325], [3.565, -1.230, 1.765], [5.428, 0.063, -3.832], [1.241, -4.606, 2.956], [1.433, -1.385, -3.636], [5.129, -5.186, 1.358], [-4.564, 4.250, -1.621], [-5.000, 6.655, -1.409], [-3.480, 8.109, -0.274], [-1.969, -5.134, -0.895], [-5.321, -1.635, 0.288], [2.886, 1.098, -0.493], [3.769, -1.296, -4.712], [5.032, 1.297, -1.617], [3.031, -6.093, 2.125], [-0.947, 4.712, 0.612], [-1.249, -2.923, 0.001], [-4.426, -5.411, -1.456], [-6.026, -3.710, -0.781], [5.569, -2.775, 1.474], [-1.348, 7.196, 0.674]], "mulliken_charge": [-0.67, 1.61, -0.37, -0.39, -0.17, -0.12, -0.55, -0.60, 0.07, -0.41, -0.60, -0.56, -0.27, -0.46, 0.71, 0.88, 0.95, 0.91, -0.41, -0.01, 0.09, -0.46, -0.55, 0.04, -0.53, -0.46, -0.23, 0.13, -0.51, -0.76, -0.75, -0.81, -0.30, -0.72, -0.03, -0.36, -0.44, -0.06, -0.17, -0.42, 0.20, -0.55, -0.05, 0.43, 0.40, 0.49, 0.46, 0.35, 0.45, 0.36, 0.38, 0.40, 0.45, 0.40, 0.36, 0.45, 0.35, 0.56, 0.35, 0.36, 0.35, 0.42, 0.40], "homo_ev": [-8.11, -8.27], "relative_energy_ev": 0.5650, "e_tot_ha": -5896.7732, "lumo_energy_ha": [-0.0486, -0.0512], "spin_multiplicity": 6}



# 2
{"formula": "C24H20BF4N7O7STb", "method": "ωB97M-V/def2-TZVPD", "elements": ["Tb", "S", "F", "F", "F", "F", "O", "O", "O", "O", "O", "O", "O", "N", "N", "N", "N", "N", "N", "N", "C", "C", "C", "C", "C", "C", "C", "C", "C", "C", "C", "C", "C", "C", "C", "C", "C", "C", "C", "C", "C", "C", "C", "C", "B", "H", "H", "H", "H", "H", "H", "H", "H", "H", "H", "H", "H", "H", "H", "H", "H", "H", "H", "H", "H"], "coordinates": [[0.409, 0.331, 0.222], [-4.230, -1.381, 1.017], [1.863, -1.528, -2.903], [1.520, -1.492, -0.601], [-0.026, -0.576, -1.954], [0.262, -2.867, -1.962], [-1.563, 1.528, 0.953], [2.771, 2.475, -2.823], [2.135, 1.211, -1.066], [-3.555, 2.147, 0.101], [-1.947, 3.944, -4.473], [0.443, -1.281, 2.180], [4.129, -3.217, 1.804], [2.368, 0.209, 1.875], [1.423, 2.630, 1.386], [-1.745, -1.106, 0.507], [2.697, -1.082, 2.071], [-2.166, -1.704, 2.748], [-2.405, -0.871, -0.660], [-0.308, 2.081, -1.220], [-1.372, 3.329, -3.408], [1.717, -3.274, 1.827], [1.951, 1.987, -2.057], [-4.623, -0.735, -1.727], [1.437, 4.987, 1.781], [-3.675, -0.958, -0.594], [0.471, 2.373, -2.256], [2.575, 2.519, 2.068], [2.970, -3.886, 1.661], [-2.179, 3.041, -2.309], [3.093, 1.170, 2.279], [-1.601, 2.401, -1.234], [-2.337, 1.996, 0.054], [2.628, 4.876, 2.480], [0.558, -4.030, 1.646], [-0.022, 2.996, -3.383], [3.028, -5.239, 1.331], [0.883, 3.832, 1.248], [-2.556, -1.377, 1.496], [0.624, -5.368, 1.317], [1.583, -1.823, 2.045], [1.869, -5.968, 1.156], [3.209, 3.630, 2.621], [-4.195, -1.529, -2.963], [0.928, -1.665, -1.921], [-2.813, -1.566, 3.501], [3.910, -2.251, 1.839], [-4.864, -1.334, -3.803], [4.003, -5.686, 1.180], [-0.281, -5.940, 1.159], [3.094, 5.750, 2.918], [-5.626, -1.022, -1.408], [4.022, 1.028, 2.828], [-4.210, -2.600, -2.754], [-3.181, -1.249, -3.243], [-4.638, 0.335, -1.949], [4.139, 3.507, 3.161], [1.932, -7.010, 0.866], [-1.171, -1.559, 2.917], [-3.228, 3.304, -2.296], [-0.044, 3.873, 0.689], [-0.397, -3.533, 1.753], [-1.285, 4.064, -5.161], [0.948, 5.942, 1.649], [0.650, 3.212, -4.205]], "mulliken_charge": [0.35, -0.34, -0.36, -0.07, -0.31, -0.43, -0.52, -0.80, -0.31, -0.82, -0.56, -0.64, -0.70, 0.60, 0.37, 0.42, -1.63, -0.39, -0.52, 0.68, 0.98, 0.42, 0.08, -0.43, -1.11, 0.30, 0.13, 1.04, 0.33, -0.95, -0.67, 0.48, 0.34, -0.13, -0.30, -0.57, -0.67, 0.02, 0.34, -0.92, 0.97, -0.29, -1.03, -1.10, 0.38, 0.22, 0.47, 0.38, 0.42, 0.40, 0.41, 0.43, 0.32, 0.32, 0.23, 0.16, 0.39, 0.36, 0.39, 0.60, 0.33, 0.36, 0.30, 0.41, 0.44], "homo_ev": [-5.73, -5.72], "relative_energy_ev": 0.3887, "e_tot_ha": -3484.1208, "total_charge": -1, "lumo_energy_ha": [0.0757, 0.0756], "spin_multiplicity": 7}



# 3
{"formula": "C24H20BN9O4RuSe", "method": "ωB97M-V/def2-TZVPD", "elements": ["Ru", "Se", "O", "O", "O", "O", "N", "N", "N", "N", "N", "N", "N", "N", "N", "C", "C", "C", "C", "C", "C", "C", "C", "C", "C", "C", "C", "C", "C", "C", "C", "C", "C", "C", "C", "C", "C", "C", "C", "B", "H", "H", "H", "H", "H", "H", "H", "H", "H", "H", "H", "H", "H", "H", "H", "H", "H", "H", "H", "H"], "coordinates": [[-0.454, -0.503, 0.128], [-3.068, -1.041, 0.205], [-1.659, -1.550, 1.264], [-3.814, -2.382, -0.357], [-1.214, -2.723, -1.354], [-4.021, -0.234, 1.259], [-2.176, 2.049, -0.183], [-1.660, 1.639, -3.073], [-1.325, 1.321, 0.746], [-0.810, 0.763, -2.489], [0.046, 1.378, 0.478], [-0.015, -2.343, -0.687], [1.808, -3.048, 0.589], [1.323, -0.762, 1.147], [1.805, 1.446, 2.020], [-2.559, 2.687, 2.066], [1.958, 0.147, 1.935], [-0.537, -0.160, -3.408], [-2.648, 3.182, 0.661], [-1.922, 1.255, -4.329], [2.961, -1.873, 2.361], [0.910, -3.214, -0.445], [2.986, -0.545, 2.746], [-1.224, 0.093, -4.602], [3.869, -0.084, 3.701], [0.762, -4.716, -2.455], [1.933, -1.979, 1.295], [0.790, 2.038, 1.349], [4.694, -2.357, 3.894], [-1.233, -3.282, -2.575], [0.569, 3.475, 1.549], [-1.799, 1.611, 2.081], [-0.354, -4.111, -3.145], [4.722, -1.017, 4.279], [3.813, -2.805, 2.914], [-1.525, 4.110, 0.098], [-1.350, 3.019, -0.994], [1.241, -4.399, -1.247], [-0.344, 4.311, 1.015], [-1.969, 3.086, -2.478], [0.132, -0.974, -3.172], [5.425, -0.702, 5.041], [2.068, -4.954, -0.828], [-0.193, 5.346, 1.312], [3.785, -3.837, 2.593], [1.317, 3.905, 2.207], [-3.056, 3.116, 2.922], [3.886, 0.961, 3.982], [-1.219, -0.481, -5.513], [1.241, -5.545, -2.966], [-1.514, 0.927, 2.864], [-1.879, 5.081, -0.245], [-0.322, 2.680, -1.093], [-0.608, -4.470, -4.132], [-3.172, 3.281, -2.481], [-2.573, 1.849, -4.949], [5.373, -3.055, 4.365], [-2.174, -3.013, -3.042], [-3.642, 3.489, 0.346], [-1.386, 3.913, -3.166]], "mulliken_charge": [0.42, 0.84, -0.61, -0.77, -0.23, -0.71, -0.18, -0.01, 1.54, -0.01, -0.25, 0.65, -0.51, -0.07, -0.65, -1.27, -0.24, -0.65, -0.10, -0.19, 0.04, 0.50, 0.34, -1.12, -0.12, 0.01, -0.11, 0.06, -0.59, -0.50, -0.21, -0.51, -0.59, -0.62, -0.14, 0.03, -0.95, -0.86, -0.91, 0.61, 0.80, 0.39, 0.40, 0.30, 0.53, 0.46, 0.44, 0.54, 0.37, 0.34, 0.41, 0.59, 0.08, 0.38, -0.17, 0.46, 0.40, 0.57, 0.56, -0.20], "homo_ev": [-4.20, -4.72], "relative_energy_ev": 11.4495, "e_tot_ha": -4241.2267, "total_charge": -1, "lumo_energy_ha": [0.0195, 0.0203], "spin_multiplicity": 2}



# 4
{"formula": "C24H20BrN6NiSe", "method": "ωB97M-V/def2-TZVPD", "elements": ["Br", "Se", "Ni", "N", "N", "N", "N", "N", "N", "C", "C", "C", "C", "C", "C", "C", "C", "C", "C", "C", "C", "C", "C", "C", "C", "C", "C", "C", "C", "C", "C", "C", "C", "H", "H", "H", "H", "H", "H", "H", "H", "H", "H", "H", "H", "H", "H", "H", "H", "H", "H", "H", "H"], "coordinates": [[0.835, 0.454, 2.716], [6.147, -5.156, 0.436], [0.680, -0.012, -0.116], [4.377, -5.283, 0.342], [-3.490, -0.758, 1.273], [-1.266, 0.018, -0.216], [2.629, -0.097, -0.144], [0.835, -2.025, -0.085], [6.140, -3.384, 0.305], [0.596, 2.418, -1.484], [0.690, 1.864, -0.231], [0.897, 4.142, 0.680], [-2.077, 1.050, 0.478], [3.913, -4.067, 0.227], [2.493, -3.755, 0.122], [3.115, -1.349, -0.019], [0.181, -4.323, 0.018], [0.837, 2.735, 0.891], [1.100, 3.171, 3.289], [0.645, 3.814, -1.697], [-3.507, 0.558, 0.631], [4.893, -3.013, 0.201], [2.120, -2.418, 0.010], [1.164, 4.558, 3.048], [5.372, -0.553, 0.027], [-0.103, -2.965, -0.083], [4.872, 0.720, -0.109], [4.475, -1.621, 0.069], [0.795, 4.655, -0.636], [1.493, -4.726, 0.126], [1.061, 5.028, 1.775], [0.942, 2.307, 2.247], [3.496, 0.911, -0.193], [0.567, 4.207, -2.703], [3.077, 1.900, -0.303], [-0.629, -5.038, 0.012], [-1.640, -0.858, 0.154], [-3.965, 0.449, -0.355], [1.765, -5.769, 0.212], [1.102, 6.092, 1.575], [-1.629, 1.215, 1.457], [0.840, 5.727, -0.777], [5.526, 1.579, -0.153], [1.291, 5.237, 3.880], [-1.132, -2.642, -0.166], [-1.506, 0.036, -1.205], [-2.027, 1.985, -0.075], [1.172, 2.792, 4.299], [-4.089, 1.311, 1.172], [-4.380, -1.228, 1.171], [6.434, -0.747, 0.097], [0.494, 1.773, -2.352], [-3.314, -0.673, 2.268]], "mulliken_charge": [-0.14, 0.30, -0.35, -0.84, -0.52, -0.21, 0.28, -0.42, -0.84, 0.43, -0.91, 0.90, -0.50, 0.86, 0.31, 0.32, -1.00, 1.67, -0.69, -1.12, -0.79, 0.89, -0.33, -0.65, -0.56, -0.03, -1.04, 0.47, -0.77, -0.43, -0.98, -0.15, 0.21, 0.40, 0.29, 0.44, 0.31, 0.41, 0.56, 0.41, 0.22, 0.40, 0.48, 0.41, 0.41, 0.24, 0.33, 0.44, 0.44, 0.23, 0.57, 0.47, 0.18], "homo_ev": -10.46, "relative_energy_ev": 0.0000, "e_tot_ha": -7738.7294, "total_charge": 1, "lumo_energy_ha": -0.1287}



# 5
{"formula": "C24H20Cl2N7OSc", "method": "ωB97M-V/def2-TZVPD", "elements": ["Sc", "Cl", "Cl", "O", "N", "N", "N", "N", "N", "N", "N", "C", "C", "C", "C", "C", "C", "C", "C", "C", "C", "C", "C", "C", "C", "C", "C", "C", "C", "C", "C", "C", "C", "C", "C", "H", "H", "H", "H", "H", "H", "H", "H", "H", "H", "H", "H", "H", "H", "H", "H", "H", "H", "H", "H"], "coordinates": [[0.015, 0.604, 0.547], [-2.278, 1.315, 1.677], [-1.618, 4.038, 0.723], [0.507, -0.134, 2.209], [-0.613, 1.374, -1.431], [3.431, -1.817, -0.234], [1.769, -0.447, -0.214], [-1.455, 0.629, -2.254], [-2.460, -2.954, -0.601], [-1.401, -0.859, -0.388], [1.127, 2.551, 0.220], [-4.512, -1.596, -3.969], [1.380, 4.383, -1.240], [-1.866, -0.439, -1.627], [-3.132, -2.613, -1.792], [-4.837, -2.848, -3.472], [2.533, -1.203, 0.579], [2.188, -2.126, 4.705], [3.241, -1.411, -1.557], [1.401, -0.953, 2.776], [2.197, -0.576, -1.532], [-4.153, -3.384, -2.410], [-2.813, -1.308, -2.303], [-0.036, 2.426, -1.878], [3.375, -2.319, 2.637], [2.466, -1.466, 2.037], [1.261, -1.268, 4.143], [2.548, 4.340, 0.854], [-2.476, 3.083, 1.962], [0.894, 3.136, -0.941], [2.234, 5.016, -0.317], [-1.718, -2.061, 0.036], [1.920, 3.129, 1.115], [3.237, -2.670, 3.960], [-3.498, -0.854, -3.424], [-1.267, -2.422, 0.980], [-3.259, 0.084, -3.844], [-3.548, 3.334, 1.845], [-2.661, -3.841, -0.169], [-0.188, 2.774, -2.897], [1.096, 4.877, -2.179], [4.101, -2.492, 0.123], [-4.437, -4.361, -2.026], [2.627, 6.013, -0.508], [2.130, -2.395, 5.780], [4.148, -2.805, 2.059], [1.777, -0.014, -2.366], [-2.108, 3.440, 2.924], [0.414, -0.797, 4.650], [2.030, 2.629, 2.053], [-5.611, -3.409, -3.962], [3.927, -1.667, -2.310], [3.109, 4.850, 1.612], [-5.043, -1.154, -4.791], [3.903, -3.362, 4.430]], "mulliken_charge": [-0.23, 0.04, -0.05, -0.07, 1.13, -0.06, 0.48, -1.25, 0.09, 0.14, 0.35, -0.77, -0.84, 0.38, 0.17, -0.46, 0.34, -0.46, -0.94, 0.45, -0.45, -0.89, 0.72, -0.42, -0.86, 0.83, -0.83, -0.92, -0.45, 0.76, -0.30, -0.41, -0.25, -0.93, -0.51, 0.49, 0.52, 0.39, 0.30, 0.43, 0.46, 0.17, 0.39, 0.45, 0.38, 0.37, 0.46, 0.37, 0.47, 0.62, 0.44, 0.47, 0.42, 0.42, 0.46], "homo_ev": -13.49, "e_tot_ha": -3065.9118, "total_charge": 2, "lumo_energy_ha": -0.2375}